Entry 1:
The following is a DFT calculation (ωB97M-V/def2-TZVPD) of a cluster of 2 separate species, C5H11NO2 in total in a non-equilibrium geometry.

Geometry as XYZ:
```
19
Properties=species:S:1:pos:R:3:forces:R:3:nbo_charge:R:1
H -0.948 -0.182 2.542 -0.239 0.354 -0.183 0.364
N -1.359 -0.772 1.817 0.990 -0.297 -0.096 -0.593
C -1.052 -0.432 0.648 -1.557 2.597 -0.503 0.241
C -1.597 -1.144 -0.549 0.232 -0.047 -0.210 -0.689
C -0.683 1.261 0.372 -2.317 -1.559 2.790 0.698
O -0.355 1.932 1.321 0.677 -0.223 -0.778 -0.604
O -1.473 1.743 -0.608 0.396 -0.350 -0.621 -0.694
H -2.566 -0.710 -0.839 0.332 -0.107 0.165 0.248
H -1.713 -2.204 -0.330 -0.076 0.064 0.044 0.237
H -0.916 -1.027 -1.386 0.024 -0.005 -0.221 0.223
H -1.586 2.699 -0.483 0.187 -0.085 0.139 0.500
C 1.811 -0.818 -0.003 -1.934 -0.951 1.389 -0.610
C 1.901 0.492 -0.681 -2.649 1.864 0.038 -0.563
H 1.740 -1.666 -0.681 0.311 -0.039 -0.132 0.209
H 2.601 -0.975 0.731 -0.169 -0.209 0.009 0.218
H 0.759 -0.835 0.527 2.661 -0.323 -0.456 0.209
H 2.265 0.451 -1.708 -0.227 0.257 0.079 0.216
H 2.405 1.260 -0.100 0.442 -0.099 -0.045 0.218
H 0.764 0.930 -0.591 2.914 -0.841 -1.408 0.169
```
Forces are in eV/Å.

Output
HOMO, eV: -9.7
DFT total energy, a.u.: -402.27261
Energy above the lowest of the compared OMol25 structures with the same formula, charge and spin, kcal/mol: 66.2
SMILES: [H]/N=C(/C)C(=O)O.CC

=====

Entry 2:
The following is a DFT calculation (ωB97M-V/def2-TZVPD) of a cluster of 2 separate species, C5H11NO2 in total in a non-equilibrium geometry.

Geometry as XYZ:
```
19
Properties=species:S:1:pos:R:3:forces:R:3:nbo_charge:R:1
N 1.115 -0.768 2.559 2.922 -1.296 0.332 -0.817
C 0.355 -0.135 1.570 -1.956 -3.761 -0.199 -0.017
C -0.562 -0.875 0.831 1.135 2.118 2.096 -0.298
C -1.397 -0.017 -0.024 -3.200 -0.966 0.590 -0.408
C -1.200 -0.439 -1.469 0.482 0.289 -0.153 -0.523
C 0.252 -0.613 -1.772 0.334 -0.337 0.996 0.463
O 0.876 0.128 -2.474 0.556 0.376 -0.608 -0.542
H 2.140 -0.531 2.492 -1.494 0.137 0.317 0.362
H 1.150 -1.823 2.522 -0.661 1.678 -0.184 0.366
H 0.356 0.951 1.647 0.088 -0.218 -0.605 0.212
H -0.851 -1.965 0.888 1.080 1.228 0.176 0.217
H -2.557 -0.125 0.326 2.484 0.365 -1.077 0.199
H -1.100 1.022 0.137 -0.207 -0.096 -0.388 0.233
H -1.664 -1.340 -1.826 -0.677 -0.659 0.389 0.221
H -1.509 0.347 -2.086 -0.718 1.129 -1.194 0.225
H 0.765 -1.434 -1.212 -0.124 0.092 -0.477 0.106
O 1.018 2.716 -0.441 0.238 0.035 -0.666 -0.943
H 1.680 2.039 -0.271 -0.008 -0.093 0.137 0.467
H 1.134 2.862 -1.398 -0.272 -0.022 0.518 0.478
```
Forces are in eV/Å.

Output
HOMO, eV: -8.2
DFT total energy, a.u.: -402.28067
Energy above the lowest of the compared OMol25 structures with the same formula, charge and spin, kcal/mol: 61.2
SMILES: N/C=C/CCC=O.O

=====

Entry 3:
The following is a DFT calculation (ωB97M-V/def2-TZVPD) of a structure of composition C5H11NO2 in a non-equilibrium geometry.

Geometry as XYZ:
```
19
Properties=species:S:1:pos:R:3:forces:R:3:nbo_charge:R:1
C -1.019 0.959 0.195 0.682 0.126 0.774 0.384
C -0.316 -0.622 1.817 -0.024 -0.028 -0.116 -0.422
C -0.917 2.092 -0.758 0.000 -0.217 -0.208 -0.689
C 1.543 -1.621 -0.231 -0.191 0.123 0.287 -0.702
N -0.035 0.273 0.696 -0.455 -0.070 -0.573 -0.401
C 0.993 -0.240 -0.497 -0.504 0.344 -0.709 0.778
O -0.610 -0.664 -1.398 0.499 0.208 0.230 -1.005
O 1.642 0.623 -1.042 -0.277 -0.175 0.211 -0.663
H -0.529 -0.476 -2.344 0.265 -0.123 0.146 0.454
H -1.979 0.870 0.706 0.024 -0.048 0.033 0.182
H -0.798 -1.538 1.471 0.039 -0.014 -0.019 0.216
H 0.618 -0.872 2.315 -0.024 -0.004 0.006 0.218
H -0.971 -0.126 2.535 0.061 0.017 -0.058 0.207
H -1.794 2.097 -1.404 0.021 0.010 0.016 0.236
H -0.934 3.017 -0.166 -0.043 -0.134 0.037 0.237
H -0.003 2.067 -1.336 0.050 -0.050 -0.020 0.277
H 2.292 -1.568 0.564 -0.031 0.011 -0.019 0.218
H 0.772 -2.341 0.022 -0.002 -0.026 -0.012 0.227
H 2.045 -1.931 -1.145 -0.090 0.049 -0.008 0.250
```
Forces are in eV/Å.

Output
HOMO, eV: -8.9
DFT total energy, a.u.: -402.25964
Energy above the lowest of the compared OMol25 structures with the same formula, charge and spin, kcal/mol: 74.4

=====

Entry 4:
The following is a DFT calculation (ωB97M-V/def2-TZVPD) of a cluster of 2 separate species, C5H11NO2 in total in a non-equilibrium geometry.

Geometry as XYZ:
```
19
Properties=species:S:1:pos:R:3:forces:R:3:nbo_charge:R:1
C -2.061 0.257 0.718 -0.437 0.092 -0.065 -0.014
N -1.307 -0.745 0.577 -0.165 0.658 0.924 -0.438
C -1.074 -1.239 -0.709 1.724 -3.674 -2.204 -0.260
C 0.429 -1.887 -0.882 -1.663 3.421 1.583 -0.355
C 1.370 -0.686 -0.445 1.431 -3.251 1.132 -0.549
C 1.204 0.602 -1.102 -1.110 0.267 -0.459 0.453
O 0.573 1.507 -0.599 0.410 0.216 -0.560 -0.548
H -2.691 0.726 -0.068 0.626 -0.279 0.047 0.149
H -2.147 0.712 1.696 -0.121 -0.061 0.248 0.175
H -1.149 -0.512 -1.520 -0.536 0.049 0.007 0.177
H -1.620 -2.207 -0.951 -0.373 1.520 0.408 0.212
H 0.532 -2.684 -0.141 0.173 0.018 -0.412 0.219
H 0.509 -2.187 -1.900 0.299 -0.442 -0.706 0.203
H 1.107 -0.640 0.623 0.431 0.549 -0.291 0.246
H 2.431 -1.068 -0.531 -0.880 0.671 0.054 0.232
H 1.557 0.680 -2.143 0.218 0.216 -0.039 0.121
O 0.764 1.882 2.094 -0.720 -1.393 0.283 -0.960
H 0.386 1.069 2.504 0.503 0.974 -0.066 0.455
H 0.573 1.682 1.157 0.191 0.450 0.115 0.482
```
Forces are in eV/Å.

Output
HOMO, eV: -9.8
DFT total energy, a.u.: -402.28213
Energy above the lowest of the compared OMol25 structures with the same formula, charge and spin, kcal/mol: 60.2
SMILES: C=NCCCC=O.O